{"formula": "C37H70AlF8O50S12", "method": "ωB97M-V/def2-TZVPD", "lumo_energy_ev": 0.91, "total_charge": -1, "energy_ev": -300222.8701, "orbital_gap_ev": 5.17, "multiplicity": 1, "elements": ["C", "C", "C", "C", "C", "C", "O", "Al", "C", "C", "O", "C", "C", "F", "F", "C", "F", "F", "C", "F", "F", "C", "F", "F", "H", "H", "H", "H", "H", "H", "H", "H", "H", "H", "H", "H", "H", "H", "H", "H", "H", "H", "H", "H", "H", "H", "C", "C", "O", "S", "O", "O", "O", "H", "H", "H", "H", "C", "C", "O", "S", "O", "O", "O", "H", "H", "H", "H", "C", "C", "O", "S", "O", "O", "O", "H", "H", "H", "H", "C", "C", "O", "S", "O", "O", "O", "H", "H", "H", "H", "C", "C", "O", "S", "O", "O", "O", "H", "H", "H", "H", "C", "C", "O", "S", "O", "O", "O", "H", "H", "H", "H", "C", "C", "O", "S", "O", "O", "O", "H", "H", "H", "H", "C", "C", "O", "S", "O", "O", "O", "H", "H", "H", "H", "C", "C", "O", "S", "O", "O", "O", "H", "H", "H", "H", "C", "C", "O", "S", "O", "O", "O", "H", "H", "H", "H", "C", "C", "O", "S", "O", "O", "O", "H", "H", "H", "H", "C", "C", "O", "S", "O", "O", "O", "H", "H", "H", "H"], "xyz": [[-1.73045, -6.97544, 2.01811], [-0.31846, -6.39263, 1.46809], [0.21148, -5.30750, 2.54680], [-0.43041, -5.79686, -0.04978], [-0.31826, -7.10646, -1.01868], [0.82097, -4.78764, -0.23613], [1.11665, -4.51723, -1.65390], [2.89858, -3.88345, -1.62337], [3.32159, -2.54405, -3.12261], [4.13828, -1.32435, -2.43214], [4.01008, -0.04700, -3.13155], [2.96627, 0.76934, -2.58473], [3.38521, 1.63883, -1.30078], [3.63014, 0.87629, -0.11268], [4.63473, 2.30204, -1.60875], [2.21816, 2.71586, -0.89427], [1.64231, 2.24672, 0.35523], [1.12674, 2.70477, -1.83253], [2.78154, 4.20210, -0.64441], [3.83711, 4.27702, 0.30882], [3.13287, 4.77296, -1.90101], [1.56878, 5.10189, -0.02381], [2.15203, 6.37265, 0.35108], [0.57257, 5.41618, -1.01962], [-2.09847, -7.90074, 1.44180], [-1.50892, -7.33893, 3.09891], [-2.53450, -6.16281, 2.11501], [0.44200, -7.25451, 1.45675], [-0.23514, -4.26780, 2.31227], [-0.02793, -5.66383, 3.61986], [1.35816, -5.23082, 2.44377], [-1.41610, -5.21443, -0.21848], [-1.17590, -7.84151, -0.74917], [0.71823, -7.58964, -0.86387], [-0.45377, -6.79851, -2.12872], [0.69328, -3.77984, 0.29579], [1.77993, -5.26929, 0.21574], [3.04371, -3.09317, -0.22003], [3.93817, -5.10129, -1.52060], [4.06022, -3.04652, -3.85999], [2.41612, -2.20504, -3.75103], [3.80929, -1.30239, -1.33088], [5.27083, -1.57323, -2.42077], [2.67712, 1.52607, -3.41577], [2.04136, 0.14972, -2.28098], [1.11496, 4.63496, 0.92289], [-1.50126, -0.49123, -5.79613], [-0.57325, -0.28886, -4.60860], [-0.22315, -1.60392, -4.18311], [-0.18522, -2.58768, -5.47463], [1.17523, -2.70264, -5.91109], [-1.01582, -3.72191, -5.20494], [-0.96683, -1.60743, -6.50931], [-2.51169, -0.74890, -5.46750], [-1.54301, 0.38799, -6.44085], [-1.04948, 0.26412, -3.79834], [0.34563, 0.22502, -4.90871], [2.29441, -0.34479, 2.82906], [3.71050, -0.76484, 3.19187], [3.56282, -1.98648, 3.91356], [2.27167, -2.78713, 3.33768], [2.73496, -3.75871, 2.39632], [1.41162, -3.11161, 4.43787], [1.61128, -1.55561, 2.51068], [1.78899, 0.11797, 3.68263], [2.27202, 0.33944, 1.98029], [4.22275, -0.01847, 3.79994], [4.30237, -0.97202, 2.29520], [-6.42910, -2.57593, -6.05938], [-7.27527, -1.65010, -5.19902], [-6.67956, -1.69771, -3.90292], [-5.07891, -1.91927, -4.06509], [-4.43807, -0.63851, -3.97173], [-4.69381, -3.04212, -3.26754], [-5.08494, -2.36861, -5.62550], [-6.68699, -3.62429, -5.88351], [-6.52503, -2.35315, -7.12291], [-8.31905, -1.96234, -5.15432], [-7.21939, -0.61793, -5.55815], [-7.89952, 2.31016, -3.12403], [-6.73693, 3.27182, -3.31036], [-6.43169, 3.21871, -4.70277], [-7.79781, 2.94397, -5.53522], [-8.29610, 4.20154, -6.01253], [-7.58468, 1.81430, -6.39288], [-8.71879, 2.47743, -4.28294], [-7.55305, 1.27295, -3.09853], [-8.46978, 2.52370, -2.22031], [-5.86761, 2.99327, -2.71464], [-7.02993, 4.29817, -3.06790], [6.78670, 1.52110, 7.39604], [5.34439, 1.82728, 7.01693], [4.88879, 0.66673, 6.32455], [5.63163, -0.64506, 6.94057], [4.75238, -1.24806, 7.89430], [6.23264, -1.37169, 5.86332], [6.80007, 0.13918, 7.75303], [7.45685, 1.65902, 6.54252], [7.13225, 2.13288, 8.23066], [5.25911, 2.71122, 6.38404], [4.72142, 1.95627, 7.90738], [-3.45815, 6.39480, -6.65220], [-2.05222, 6.42568, -6.07100], [-2.06660, 5.46481, -5.01615], [-3.08865, 4.26485, -5.40669], [-2.32456, 3.18495, -5.95842], [-4.01415, 4.09012, -4.32852], [-3.84837, 5.02206, -6.62492], [-4.15607, 6.95989, -6.02765], [-3.49145, 6.77993, -7.67222], [-1.78060, 7.41074, -5.69074], [-1.31227, 6.10492, -6.81035], [-6.58907, 2.87173, 1.87180], [-7.66514, 3.63379, 1.11247], [-8.13271, 2.72218, 0.11820], [-8.03278, 1.20726, 0.69921], [-9.32217, 0.83437, 1.20158], [-7.30236, 0.41073, -0.23963], [-7.07013, 1.53055, 1.96529], [-5.64754, 2.85794, 1.31531], [-6.41582, 3.28436, 2.86654], [-7.28281, 4.54451, 0.65065], [-8.50716, 3.88317, 1.76501], [-6.54406, -5.38924, 4.00442], [-5.66209, -5.21066, 5.23147], [-5.33803, -6.53563, 5.65091], [-5.25599, -7.49913, 4.34522], [-3.88173, -7.61813, 3.96082], [-6.10465, -8.63268, 4.56517], [-5.98913, -6.49784, 3.29807], [-7.56905, -5.64485, 4.28882], [-6.55457, -4.50105, 3.37115], [-6.16624, -4.66643, 6.03058], [-4.72916, -4.69935, 4.97590], [4.31436, 9.05060, 0.95646], [3.46619, 9.97280, 1.81776], [4.06808, 9.92740, 3.11334], [5.66853, 9.71272, 2.94531], [6.30645, 10.99409, 3.03810], [6.06079, 8.59020, 3.74410], [5.66087, 9.26310, 1.38596], [4.06187, 8.00153, 1.13405], [4.21417, 9.27208, -0.10664], [2.42620, 9.65613, 1.86552], [3.51570, 11.00376, 1.45843], [3.19776, -9.65276, -3.76665], [3.63892, -10.84364, -2.92803], [3.75543, -10.33871, -1.59975], [2.65357, -9.16177, -1.38174], [1.51082, -9.73387, -0.73116], [3.32652, -7.99921, -0.89249], [2.28359, -8.92931, -2.94552], [4.04258, -8.99669, -3.99562], [2.71453, -9.95887, -4.69569], [4.58797, -11.26161, -3.26544], [2.87630, -11.62865, -2.92571], [-0.18027, 13.40509, 0.81328], [0.51759, 13.99711, -0.40213], [1.36365, 12.95481, -0.88737], [0.66187, 11.52142, -0.58975], [-0.01624, 11.09708, -1.77824], [1.60223, 10.69394, 0.10728], [-0.45084, 12.04583, 0.46889], [0.47697, 13.41076, 1.68755], [-1.10650, 13.92886, 1.05308], [1.10184, 14.88388, -0.15547], [-0.20122, 14.24299, -1.18943], [8.06538, -5.97929, 7.84565], [7.35626, -5.93270, 6.49929], [6.35332, -4.92837, 6.64283], [6.88949, -3.78372, 7.66126], [7.42160, -2.70030, 6.87805], [5.91233, -3.60106, 8.68894], [8.13893, -4.62253, 8.28123], [7.48145, -6.54201, 8.57991], [9.06502, -6.40993, 7.77079], [6.90683, -6.88956, 6.23260], [8.03871, -5.61767, 5.70420]]}